Density functional theory data (the ωB97M-V functional and the def2-TZVPD basis) for a 5-piece molecular cluster, C67H56ClINO12P2 overall.

## Properties
- Kohn-Sham gap (Eh) = 0.3030
- charge = +1
- lowest unoccupied orbital energy (eV) = -3.02

The geometry in XYZ format:
```
140
C67H56ClINO12P2 the ωB97M-V functional and the def2-TZVPD basis
C 1.172 -0.822 -3.106
C 1.420 0.439 -2.266
C 1.582 1.667 -3.173
C 0.295 0.577 -1.216
C 0.514 -0.419 -0.067
C 0.154 2.003 -0.664
O -0.700 2.817 -1.489
C -1.915 3.227 -0.933
O -1.758 4.256 0.019
C -2.676 3.911 -2.068
C -3.323 2.981 -3.071
Cl -2.132 2.191 -4.121
N -4.215 1.931 -2.406
P -4.053 0.192 -2.949
O -5.222 -0.536 -2.449
C -4.144 1.910 -0.888
P -5.387 3.149 -0.074
O -6.104 3.792 -1.427
I -7.008 1.459 0.476
C -2.725 2.040 -0.344
H 0.110 -0.917 -3.360
H 1.734 -0.795 -4.039
H 1.461 -1.731 -2.577
H 2.364 0.277 -1.737
H 2.234 2.419 -2.728
H 2.054 1.376 -4.111
H 0.626 2.130 -3.416
H -0.643 0.336 -1.735
H 0.346 -1.438 -0.416
H -0.175 -0.222 0.758
H 1.543 -0.348 0.290
H -0.224 1.977 0.361
H 1.133 2.485 -0.659
H -1.294 3.924 0.801
H -3.415 4.593 -1.640
H -1.959 4.517 -2.622
H -3.970 3.552 -3.733
H -5.196 2.153 -2.633
H -3.981 0.239 -4.339
H -2.837 -0.166 -2.355
H -4.525 0.928 -0.611
H -5.511 4.315 -1.987
H -2.854 2.199 0.730
H -2.193 1.096 -0.449
C 7.842 5.163 1.982
C 7.087 4.033 2.272
C 5.760 3.967 1.884
C 5.179 5.035 1.210
C 5.935 6.177 0.934
C 7.269 6.233 1.315
C 5.332 7.354 0.244
O 5.983 8.343 -0.007
C 3.885 7.273 -0.124
C 3.282 8.372 -0.724
C 1.947 8.317 -1.084
C 1.208 7.161 -0.851
C 1.804 6.065 -0.252
C 3.142 6.118 0.122
C 3.757 4.937 0.790
O 3.109 3.926 0.986
H 8.881 5.210 2.280
H 7.535 3.202 2.800
H 5.162 3.092 2.100
H 7.841 7.122 1.086
H 3.874 9.260 -0.900
H 1.478 9.175 -1.546
H 0.164 7.119 -1.136
H 1.242 5.161 -0.064
C 0.593 -9.097 -7.696
C 1.783 -8.467 -7.353
C 1.764 -7.204 -6.785
C 0.551 -6.562 -6.566
C -0.645 -7.189 -6.924
C -0.619 -8.461 -7.483
C -1.960 -6.518 -6.733
O -3.003 -7.056 -7.031
C -1.953 -5.135 -6.159
C -3.162 -4.464 -6.010
C -3.180 -3.190 -5.471
C -1.990 -2.588 -5.075
C -0.784 -3.248 -5.222
C -0.762 -4.524 -5.771
C 0.556 -5.211 -5.941
O 1.581 -4.675 -5.580
H 0.612 -10.086 -8.133
H 2.728 -8.964 -7.528
H 2.680 -6.701 -6.507
H -1.554 -8.936 -7.748
H -4.073 -4.955 -6.322
H -4.125 -2.670 -5.360
H -1.996 -1.591 -4.647
H 0.150 -2.794 -4.921
C 0.221 1.677 3.446
C 1.403 1.776 2.718
C 2.532 1.097 3.140
C 2.488 0.322 4.291
C 1.308 0.237 5.028
C 0.171 0.912 4.599
C 1.243 -0.558 6.291
O 0.212 -0.633 6.922
C 2.487 -1.242 6.740
C 2.467 -1.952 7.935
C 3.608 -2.605 8.369
C 4.772 -2.558 7.610
C 4.799 -1.850 6.421
C 3.660 -1.185 5.984
C 3.721 -0.410 4.714
O 4.729 -0.365 4.043
H -0.669 2.205 3.119
H 1.461 2.388 1.828
H 3.458 1.163 2.586
H -0.737 0.828 5.182
H 1.552 -1.980 8.511
H 3.592 -3.154 9.301
H 5.660 -3.074 7.950
H 5.697 -1.800 5.820
C -4.218 -2.269 7.000
C -3.386 -3.380 7.085
C -2.797 -3.899 5.944
C -3.046 -3.316 4.709
C -3.896 -2.209 4.621
C -4.473 -1.684 5.772
C -4.212 -1.586 3.310
O -4.937 -0.616 3.216
C -3.610 -2.203 2.090
C -3.943 -1.677 0.849
C -3.397 -2.216 -0.303
C -2.503 -3.280 -0.216
C -2.170 -3.810 1.019
C -2.730 -3.279 2.176
C -2.388 -3.887 3.500
O -1.611 -4.812 3.574
H -4.669 -1.862 7.895
H -3.195 -3.839 8.045
H -2.143 -4.759 5.994
H -5.121 -0.823 5.687
H -4.640 -0.849 0.835
H -3.685 -1.825 -1.270
H -2.077 -3.706 -1.116
H -1.486 -4.643 1.107
```

These are the Löwdin partial charges, in e, on atoms 1 to 99: atom 1 (C): -0.066, atom 2 (C): -0.371, atom 3 (C): -0.055, atom 4 (C): -0.322, atom 5 (C): -0.034, atom 6 (C): -0.141, atom 7 (O): -0.093, atom 8 (C): -0.552, atom 9 (O): 0.046, atom 10 (C): -0.095, atom 11 (C): -0.589, atom 12 (Cl): 0.760, atom 13 (N): -0.179, atom 14 (P): 0.757, atom 15 (O): -0.355, atom 16 (C): -0.511, atom 17 (P): 0.571, atom 18 (O): -0.415, atom 19 (I): 0.618, atom 20 (C): -0.079, atom 21 (H): 0.059, atom 22 (H): 0.081, atom 23 (H): 0.086, atom 24 (H): 0.140, atom 25 (H): 0.083, atom 26 (H): 0.079, atom 27 (H): 0.040, atom 28 (H): 0.103, atom 29 (H): 0.077, atom 30 (H): 0.075, atom 31 (H): 0.089, atom 32 (H): 0.101, atom 33 (H): 0.128, atom 34 (H): 0.110, atom 35 (H): 0.123, atom 36 (H): 0.147, atom 37 (H): 0.120, atom 38 (H): 0.136, atom 39 (H): 0.025, atom 40 (H): 0.032, atom 41 (H): 0.006, atom 42 (H): 0.041, atom 43 (H): 0.132, atom 44 (H): 0.105, atom 45 (C): -0.046, atom 46 (C): -0.047, atom 47 (C): 0.004, atom 48 (C): -0.082, atom 49 (C): -0.080, atom 50 (C): 0.005, atom 51 (C): -0.274, atom 52 (O): 0.119, atom 53 (C): -0.076, atom 54 (C): 0.005, atom 55 (C): -0.051, atom 56 (C): -0.058, atom 57 (C): -0.006, atom 58 (C): -0.079, atom 59 (C): -0.263, atom 60 (O): 0.077, atom 61 (H): 0.112, atom 62 (H): 0.112, atom 63 (H): 0.110, atom 64 (H): 0.123, atom 65 (H): 0.124, atom 66 (H): 0.110, atom 67 (H): 0.103, atom 68 (H): 0.101, atom 69 (C): -0.047, atom 70 (C): -0.048, atom 71 (C): 0.002, atom 72 (C): -0.085, atom 73 (C): -0.083, atom 74 (C): 0.004, atom 75 (C): -0.274, atom 76 (O): 0.118, atom 77 (C): -0.073, atom 78 (C): 0.005, atom 79 (C): -0.062, atom 80 (C): -0.078, atom 81 (C): -0.003, atom 82 (C): -0.073, atom 83 (C): -0.275, atom 84 (O): 0.111, atom 85 (H): 0.111, atom 86 (H): 0.111, atom 87 (H): 0.122, atom 88 (H): 0.123, atom 89 (H): 0.124, atom 90 (H): 0.101, atom 91 (H): 0.069, atom 92 (H): 0.102, atom 93 (C): -0.064, atom 94 (C): -0.071, atom 95 (C): 0.006, atom 96 (C): -0.074, atom 97 (C): -0.078, atom 98 (C): 0.001, atom 99 (C): -0.278

Density functional theory data (the ωB97M-V functional and the def2-TZVPD basis) for a 10-piece molecular cluster, C67H73NO5Si overall.

## Properties
- Kohn-Sham gap (Eh) = 0.3038
- lowest unoccupied orbital energy (eV) = -0.82
- structure (SMILES) = C[C@@H](O)CO[Si@@H](CCC(N)=O)OC(=O)c1ccccc1.c1ccccc1.c1ccccc1.c1ccccc1.c1ccccc1.c1ccccc1.c1ccccc1.c1ccccc1.c1ccccc1.c1ccccc1

The geometry in XYZ format:
```
147
C67H73NO5Si the ωB97M-V functional and the def2-TZVPD basis
C 4.799 -0.141 -3.491
C 3.331 0.610 -3.773
O 2.750 -0.126 -4.935
C 2.475 0.442 -2.384
O 1.212 1.186 -2.329
Si -0.174 0.225 -2.814
C -0.257 -1.545 -2.058
C -1.286 -2.481 -2.984
C -2.468 -3.211 -2.093
N -3.663 -3.853 -2.783
O -2.438 -3.330 -0.738
O -1.608 1.087 -2.170
C -2.209 1.940 -3.207
O -1.542 3.023 -3.666
C -3.739 1.673 -3.830
C -4.261 0.181 -4.305
C -5.729 -0.157 -4.962
C -6.791 1.083 -5.169
C -6.349 2.582 -4.675
C -4.854 2.906 -4.010
H 5.618 0.147 -4.276
H 4.574 -1.311 -3.460
H 5.089 0.140 -2.374
H 3.607 1.718 -4.054
H 3.554 -0.427 -5.490
H 2.398 -0.704 -2.160
H 3.164 0.894 -1.519
H -0.360 0.254 -4.288
H -0.627 -1.461 -0.930
H 0.756 -2.130 -2.034
H -1.679 -1.873 -3.906
H -0.634 -3.371 -3.438
H -4.514 -3.265 -2.578
H -3.526 -3.945 -3.814
H -3.509 -0.710 -4.155
H -5.972 -1.276 -5.292
H -7.824 0.824 -5.672
H -7.110 3.492 -4.811
H -4.626 4.008 -3.680
C -4.751 -8.018 -3.813
C -4.995 -9.378 -3.625
C -4.972 -9.921 -2.341
C -4.701 -9.104 -1.243
C -4.448 -7.746 -1.432
C -4.474 -7.202 -2.716
H -4.776 -7.594 -4.813
H -5.204 -10.016 -4.481
H -5.166 -10.981 -2.195
H -4.686 -9.526 -0.242
H -4.230 -7.110 -0.577
H -4.279 -6.143 -2.862
C -10.507 2.777 -0.853
C -9.532 2.766 -1.850
C -8.250 2.294 -1.569
C -7.942 1.837 -0.287
C -8.914 1.856 0.713
C -10.197 2.325 0.430
H -11.507 3.138 -1.075
H -9.772 3.124 -2.848
H -7.492 2.282 -2.347
H -6.944 1.467 -0.068
H -8.672 1.506 1.713
H -10.955 2.338 1.208
C -3.997 3.246 0.753
C -2.936 2.993 1.622
C -3.146 2.996 3.001
C -4.418 3.257 3.512
C -5.477 3.520 2.643
C -5.268 3.512 1.264
H -3.835 3.236 -0.321
H -1.945 2.792 1.224
H -2.320 2.795 3.677
H -4.583 3.258 4.585
H -6.467 3.729 3.041
H -6.094 3.714 0.588
C 1.870 0.986 6.885
C 2.565 1.175 5.691
C 1.889 1.611 4.551
C 0.516 1.854 4.605
C -0.180 1.657 5.797
C 0.496 1.225 6.938
H 2.398 0.653 7.774
H 3.634 0.983 5.648
H 2.431 1.761 3.622
H -0.010 2.197 3.718
H -1.251 1.841 5.838
H -0.046 1.073 7.867
C -1.945 7.419 5.185
C -1.556 6.255 4.522
C -0.823 5.280 5.196
C -0.474 5.470 6.534
C -0.855 6.638 7.194
C -1.591 7.612 6.520
H -2.522 8.176 4.661
H -1.826 6.108 3.479
H -0.523 4.371 4.680
H 0.095 4.708 7.060
H -0.578 6.789 8.234
H -1.890 8.521 7.036
C 6.494 6.283 -3.529
C 5.290 5.913 -2.930
C 5.090 4.595 -2.520
C 6.094 3.645 -2.714
C 7.294 4.014 -3.321
C 7.495 5.332 -3.727
H 6.651 7.312 -3.841
H 4.507 6.652 -2.781
H 4.153 4.307 -2.050
H 5.940 2.619 -2.392
H 8.074 3.272 -3.477
H 8.431 5.620 -4.198
C 11.594 -0.110 -2.532
C 11.689 0.546 -1.305
C 10.587 1.229 -0.791
C 9.390 1.260 -1.507
C 9.298 0.612 -2.738
C 10.398 -0.074 -3.251
H 12.450 -0.648 -2.929
H 12.623 0.523 -0.749
H 10.661 1.737 0.167
H 8.531 1.790 -1.105
H 8.367 0.642 -3.299
H 10.325 -0.581 -4.209
C 6.970 2.516 8.873
C 7.665 2.705 7.679
C 6.989 3.141 6.540
C 5.616 3.384 6.594
C 4.920 3.187 7.786
C 5.596 2.755 8.926
H 7.498 2.183 9.763
H 8.734 2.513 7.636
H 7.531 3.291 5.610
H 5.090 3.727 5.707
H 3.849 3.371 7.826
H 5.054 2.603 9.855
C -1.945 -11.805 -2.708
C -1.556 -12.969 -3.370
C -0.823 -13.945 -2.696
C -0.474 -13.755 -1.359
C -0.855 -12.587 -0.698
C -1.591 -11.612 -1.372
H -2.522 -11.048 -3.231
H -1.826 -13.116 -4.413
H -0.523 -14.853 -3.212
H 0.095 -14.516 -0.832
H -0.578 -12.436 0.342
H -1.890 -10.703 -0.856
```

These are the Löwdin partial charges, in e, on atoms 1 to 99: atom 1 (C): -0.098, atom 2 (C): -0.328, atom 3 (O): -0.133, atom 4 (C): -0.216, atom 5 (O): -0.245, atom 6 (Si): 0.629, atom 7 (C): -0.232, atom 8 (C): -0.158, atom 9 (C): -0.286, atom 10 (N): 0.052, atom 11 (O): -0.060, atom 12 (O): -0.172, atom 13 (C): -0.312, atom 14 (O): -0.031, atom 15 (C): -0.034, atom 16 (C): -0.016, atom 17 (C): -0.061, atom 18 (C): -0.062, atom 19 (C): -0.079, atom 20 (C): 0.013, atom 21 (H): 0.087, atom 22 (H): 0.101, atom 23 (H): 0.081, atom 24 (H): 0.151, atom 25 (H): 0.112, atom 26 (H): 0.116, atom 27 (H): 0.144, atom 28 (H): 0.046, atom 29 (H): 0.114, atom 30 (H): 0.084, atom 31 (H): 0.078, atom 32 (H): 0.137, atom 33 (H): 0.107, atom 34 (H): 0.084, atom 35 (H): 0.059, atom 36 (H): 0.092, atom 37 (H): 0.091, atom 38 (H): 0.099, atom 39 (H): 0.100, atom 40 (C): -0.097, atom 41 (C): -0.108, atom 42 (C): -0.115, atom 43 (C): -0.100, atom 44 (C): -0.086, atom 45 (C): -0.094, atom 46 (H): 0.096, atom 47 (H): 0.100, atom 48 (H): 0.104, atom 49 (H): 0.101, atom 50 (H): 0.104, atom 51 (H): 0.061, atom 52 (C): -0.099, atom 53 (C): -0.096, atom 54 (C): -0.090, atom 55 (C): -0.105, atom 56 (C): -0.094, atom 57 (C): -0.097, atom 58 (H): 0.099, atom 59 (H): 0.096, atom 60 (H): 0.064, atom 61 (H): 0.099, atom 62 (H): 0.102, atom 63 (H): 0.099, atom 64 (C): -0.086, atom 65 (C): -0.087, atom 66 (C): -0.097, atom 67 (C): -0.089, atom 68 (C): -0.091, atom 69 (C): -0.101, atom 70 (H): 0.094, atom 71 (H): 0.101, atom 72 (H): 0.072, atom 73 (H): 0.102, atom 74 (H): 0.101, atom 75 (H): 0.089, atom 76 (C): -0.099, atom 77 (C): -0.100, atom 78 (C): -0.087, atom 79 (C): -0.109, atom 80 (C): -0.104, atom 81 (C): -0.092, atom 82 (H): 0.101, atom 83 (H): 0.100, atom 84 (H): 0.101, atom 85 (H): 0.088, atom 86 (H): 0.100, atom 87 (H): 0.102, atom 88 (C): -0.096, atom 89 (C): -0.091, atom 90 (C): -0.092, atom 91 (C): -0.090, atom 92 (C): -0.099, atom 93 (C): -0.100, atom 94 (H): 0.099, atom 95 (H): 0.100, atom 96 (H): 0.071, atom 97 (H): 0.096, atom 98 (H): 0.099, atom 99 (H): 0.098